A molecular structure, C10H10BBrF4Pb in a non-equilibrium geometry. Source: the OMol25 dataset; level of theory: wB97M-V/def2-TZVPD.

Properties
E_tot   -3578.47467 Ha
HOMO-LUMO gap   5.74 eV
LUMO   5.08 eV
Highest occupied orbital energy   -0.66 eV
ΔE to the lowest compared entry with this formula, charge and spin   0.0 kJ/mol

The geometry in ORCA input format:
```
! RIJCOSX wB97M-V def2-TZVPD def2/J DEFGRID3
* xyz -2 1
C -1.8777 -0.6842 -1.2337
C -2.0621 -1.2920 0.0427
C -2.5990 -0.3098 0.9272
H -1.8105 -2.3258 0.2828
C -2.7682 0.8959 0.1705
C -2.3291 0.6648 -1.1571
H -2.2495 1.3985 -1.9527
H -1.4877 -1.1827 -2.1146
H -2.8843 -0.4535 1.9661
H -3.1509 1.8292 0.5472
Pb 1.3520 -0.7465 -0.8343
Br 0.9895 -3.2288 -0.0838
C 2.4345 0.8206 -3.7628
C 1.3609 1.6149 -4.2577
C 0.3902 0.7374 -4.8361
H 1.3101 2.7075 -4.2474
C 0.8658 -0.5973 -4.6955
C 2.1034 -0.5556 -3.9792
H 2.7204 -1.4180 -3.7108
H 3.3720 1.1962 -3.3437
H -0.5265 1.0442 -5.3483
H 0.3935 -1.4924 -5.1069
F 2.4804 0.2277 1.1664
B 1.3024 0.3047 2.1024
F 1.7817 0.3816 3.3881
F 0.5258 1.3715 1.6936
F 0.5521 -0.8758 1.8143
*
```